Below is an isolated ion of composition C5H10NO and charge +1 in a non-equilibrium geometry, with properties calculated with ωB97M-V/def2-TZVPD.

Each atom is followed by the atoms it is bonded to, with distances in Å.
Cartesian coordinates (Å):
1 C -1.783 0.475 -0.755  H9 1.117, O12 1.231, C13 1.558
2 C 1.322 0.455 0.379  H7 1.047, C10 1.375, N17 1.564
3 H -1.064 -0.567 -2.389  C13 1.111
4 C 0.148 -1.504 -0.631  H5 1.106, H8 1.086, C10 1.491, C13 1.575
5 H 0.885 -1.561 -1.453  C4 1.106
6 H -1.947 -1.477 -1.223  C13 1.086
7 H 1.733 0.841 -0.503  C2 1.047
8 H -0.007 -2.486 -0.194  C4 1.086
9 H -2.744 0.690 -1.284  C1 1.117
10 C 0.698 -0.760 0.538  C2 1.375, C4 1.491, H16 1.058
11 H 0.377 2.107 1.485  N17 1.019
12 O -1.559 0.938 0.363  C1 1.231
13 C -1.094 -0.809 -1.305  C1 1.558, H3 1.111, C4 1.575, H6 1.086
14 H 1.830 2.235 1.439  N17 1.027
15 H 1.547 1.109 2.468  N17 1.045
16 H 0.496 -1.150 1.500  C10 1.058
17 N 1.163 1.465 1.564  C2 1.564, H11 1.019, H14 1.027, H15 1.045

SMILES = [NH3+]/C=C/CCC=O
LUMO = -3.64 eV
F_max = 0.0849 Eh/bohr
Calculated total energy = -8875.5484 eV
Frontier orbital gap = 9.67 eV
ΔE to the lowest compared entry with this formula, charge and spin = 292.5 kJ/mol
Net charge = +1

Löwdin atomic charge list, values in e, 6 entries: -0.190 -0.025 0.125 -0.147 0.132 0.116